Record 1
C41H105N7O14 | ωB97M-V with the def2-TZVPD basis set

ΔE to the lowest compared entry with this formula, charge and spin: 0.00 kJ/mol
Total energy: -83302.220 eV
Highest occupied orbital energy: -8.187 eV

Structure (ORCA input):
```
! RIJCOSX wB97M-V def2-TZVPD def2/J DEFGRID3
* xyz 0 1
C -4.229 -1.639 -0.385
O -3.252 -1.231 -1.386
C -3.351 -2.023 -2.580
C -2.228 -1.640 -3.541
C -2.271 -2.427 -4.893
N -0.952 -1.985 -2.932
H -3.996 -1.150 0.561
H -4.251 -2.703 -0.149
H -5.136 -1.152 -0.744
H -3.240 -3.095 -2.416
H -4.263 -1.766 -3.118
H -2.224 -0.588 -3.827
H -3.210 -2.225 -5.410
H -2.080 -3.500 -4.895
H -1.431 -2.113 -5.512
H -0.799 -1.294 -2.212
H -0.199 -1.948 -3.604
C 1.626 2.226 6.300
O 1.674 0.845 6.310
C 2.552 0.378 5.251
C 2.194 -1.065 4.840
N 0.809 -1.148 4.242
C 0.502 -2.635 4.052
C -0.806 -2.927 3.384
O -1.036 -4.341 3.159
C -2.164 -4.457 2.289
H 1.077 2.581 7.172
H 1.214 2.655 5.386
H 2.642 2.610 6.398
H 3.551 0.387 5.685
H 2.416 0.895 4.301
H 2.367 -1.632 5.755
H 2.975 -1.465 4.194
H 0.084 -0.876 4.890
H 0.463 -3.167 5.002
H 1.228 -3.117 3.397
H -0.754 -2.472 2.395
H -1.602 -2.449 3.955
H -2.485 -5.498 2.255
H -1.926 -4.229 1.250
H -3.046 -3.921 2.641
C 1.597 -3.341 0.387
O 1.928 -4.487 1.207
C 1.390 -5.715 0.693
C 2.550 -6.558 0.187
N 3.410 -6.897 1.339
C 4.737 -7.336 0.910
C 5.641 -7.758 2.021
O 5.626 -6.765 3.089
C 6.691 -6.948 4.114
H 1.920 -3.492 -0.643
H 1.930 -2.413 0.854
H 0.513 -3.270 0.475
H 0.562 -5.577 -0.003
H 0.899 -6.201 1.536
H 3.059 -5.815 -0.428
H 2.281 -7.438 -0.398
H 3.537 -6.041 1.861
H 5.330 -6.617 0.344
H 4.645 -8.199 0.250
H 6.603 -8.015 1.577
H 5.187 -8.660 2.431
H 7.632 -6.471 3.841
H 6.783 -8.025 4.252
H 6.280 -6.655 5.081
C 4.576 5.715 4.328
O 5.031 4.397 4.008
C 4.078 3.689 3.248
C 4.703 2.381 2.806
N 4.028 1.546 1.749
C 4.713 0.320 1.288
C 6.024 0.634 0.496
O 7.046 1.432 1.108
C 8.113 1.626 0.228
H 4.280 6.343 3.489
H 5.342 6.319 4.816
H 3.805 5.519 5.073
H 3.680 4.284 2.427
H 3.246 3.543 3.937
H 4.614 1.733 3.678
H 5.766 2.428 2.567
H 3.053 1.392 1.961
H 4.051 -0.306 0.690
H 4.851 -0.221 2.224
H 5.697 1.104 -0.432
H 6.398 -0.352 0.217
H 8.769 2.380 0.664
H 7.781 1.938 -0.762
H 8.620 0.673 0.080
C -3.579 2.571 2.388
O -4.951 2.236 2.755
C -5.802 1.874 1.647
C -5.762 2.843 0.555
N -6.625 2.495 -0.595
C -6.396 1.151 -1.208
C -7.200 0.787 -2.517
O -6.889 1.653 -3.587
C -6.549 0.992 -4.799
H -3.049 2.602 3.340
H -3.480 3.545 1.910
H -3.186 1.718 1.835
H -6.803 1.708 2.045
H -5.563 0.863 1.314
H -4.780 3.028 0.121
H -6.028 3.862 0.836
H -6.485 3.166 -1.337
H -6.645 0.411 -0.449
H -5.374 0.976 -1.546
H -8.274 0.752 -2.336
H -6.781 -0.177 -2.804
H -6.278 1.818 -5.457
H -7.425 0.516 -5.239
H -5.617 0.428 -4.758
C 0.089 3.409 2.905
O -0.961 3.486 1.892
C -0.899 4.773 1.111
C -1.796 4.957 -0.114
N -1.049 4.590 -1.287
C -0.748 3.172 -1.303
C -1.944 2.317 -1.734
O -2.450 2.857 -2.985
C -3.776 2.406 -3.255
H 1.004 3.820 2.479
H 0.067 2.356 3.187
H -0.090 4.120 3.711
H 0.129 5.012 0.839
H -1.322 5.457 1.848
H -2.015 6.024 -0.152
H -2.772 4.472 -0.081
H -1.732 4.701 -2.023
H -0.299 2.806 -0.379
H 0.033 3.025 -2.049
H -2.667 2.252 -0.921
H -1.644 1.286 -1.923
H -4.003 2.712 -4.277
H -4.394 2.887 -2.497
H -3.930 1.328 -3.239
C -3.360 2.170 -7.956
O -2.091 1.663 -7.541
C -2.010 0.933 -6.281
C -0.478 0.838 -5.879
N 0.032 2.100 -5.340
C 1.427 2.256 -4.867
C 1.852 1.144 -3.951
O 1.067 0.887 -2.832
C 1.655 0.034 -1.958
H -3.831 2.755 -7.166
H -3.937 1.348 -8.379
H -3.230 2.974 -8.681
H -2.439 -0.054 -6.453
H -2.636 1.416 -5.532
H 0.223 0.640 -6.690
H -0.361 0.053 -5.132
H -0.605 2.554 -4.701
H 1.473 3.121 -4.205
H 2.125 2.214 -5.703
H 2.846 1.358 -3.558
H 1.888 0.232 -4.547
H 1.445 -0.986 -2.279
H 1.081 0.055 -1.031
H 2.734 0.104 -1.817
C -0.875 0.073 1.199
O 0.493 0.066 1.459
H -1.407 0.805 0.592
H -1.164 -0.867 0.729
H -1.383 0.123 2.163
H 0.716 -0.572 2.141
*
```

***

Record 2
C41H106N13O23 | ωB97M-V with the def2-TZVPD basis set

Total energy: -110662.286 eV
Highest occupied orbital energy: -9.658 eV

Structure (ORCA input):
```
! RIJCOSX wB97M-V def2-TZVPD def2/J DEFGRID3
* xyz 1 1
C -2.159 -5.516 -0.479
N -1.712 -5.882 0.927
C -2.566 -6.959 1.517
C -0.289 -6.468 0.918
C -1.716 -4.646 1.872
C -3.119 -4.023 2.083
O -3.821 -4.800 3.061
H -3.240 -5.455 -0.545
H -1.783 -6.355 -1.064
H -1.606 -4.599 -0.657
H -3.618 -6.700 1.415
H -2.330 -7.187 2.553
H -2.450 -7.873 0.933
H -0.304 -7.408 0.375
H -0.039 -6.650 1.963
H 0.370 -5.678 0.566
H -0.882 -4.053 1.495
H -1.298 -4.989 2.821
H -3.676 -4.133 1.152
H -2.955 -2.966 2.281
H -4.669 -4.463 3.357
C 1.197 4.172 1.121
N 1.381 5.559 0.493
C 0.610 5.577 -0.824
C 0.771 6.460 1.569
C 2.902 5.845 0.399
C 3.284 7.147 -0.292
O 3.263 6.939 -1.682
H 1.020 3.522 0.269
H 0.342 4.121 1.789
H 2.117 3.854 1.606
H 0.868 4.641 -1.316
H 1.027 6.339 -1.481
H -0.418 5.743 -0.514
H 1.328 6.202 2.470
H -0.298 6.348 1.734
H 1.019 7.512 1.418
H 3.416 4.996 -0.054
H 3.212 5.796 1.443
H 4.300 7.439 -0.010
H 2.629 8.004 -0.105
H 3.411 7.714 -2.226
C 3.790 -2.625 1.480
N 4.136 -4.143 1.472
C 5.616 -4.316 1.406
C 3.579 -4.789 2.709
C 3.505 -4.768 0.200
C 3.986 -6.178 -0.167
O 3.459 -7.069 0.807
H 2.725 -2.692 1.280
H 4.405 -2.100 0.753
H 4.013 -2.253 2.477
H 5.920 -5.334 1.634
H 6.019 -3.699 2.209
H 5.903 -3.900 0.442
H 2.506 -4.658 2.578
H 3.871 -4.332 3.654
H 3.958 -5.804 2.792
H 3.924 -4.140 -0.587
H 2.421 -4.708 0.250
H 5.077 -6.150 -0.184
H 3.612 -6.398 -1.169
H 3.764 -7.957 0.594
C -0.903 0.017 1.374
N 0.141 0.370 0.337
C -0.113 1.795 -0.054
C 1.589 0.206 0.792
C -0.091 -0.475 -0.903
C 0.333 -1.924 -0.873
O 1.649 -2.254 -1.316
H -0.883 -1.041 1.641
H -1.890 0.357 1.072
H -0.606 0.464 2.324
H 0.630 2.195 -0.743
H -0.177 2.471 0.799
H -1.124 1.811 -0.464
H 2.230 0.623 0.018
H 1.719 -0.872 0.863
H 1.682 0.642 1.785
H 0.415 0.113 -1.674
H -1.141 -0.300 -1.140
H -0.405 -2.404 -1.518
H 0.306 -2.348 0.134
H 1.621 -3.163 -1.651
C -4.913 3.850 -4.046
N -4.043 2.865 -3.329
C -2.794 3.582 -2.931
C -4.766 2.339 -2.085
C -3.706 1.700 -4.234
C -4.774 0.710 -4.639
O -5.638 1.434 -5.516
H -4.758 3.784 -5.125
H -4.611 4.889 -3.931
H -5.957 3.607 -3.873
H -2.367 3.895 -3.884
H -2.115 2.883 -2.449
H -3.084 4.394 -2.270
H -5.656 1.829 -2.435
H -4.935 3.241 -1.498
H -4.055 1.717 -1.545
H -2.966 1.157 -3.640
H -3.167 2.094 -5.095
H -5.259 0.266 -3.767
H -4.395 -0.160 -5.180
H -6.485 0.977 -5.478
C 4.318 2.223 -7.103
C 3.691 1.068 -6.306
C 4.312 0.863 -4.845
N 3.707 -0.305 -4.035
C 4.418 -0.283 -2.668
C 2.225 -0.190 -3.823
C 1.650 -1.174 -4.853
C 2.615 -2.353 -4.723
C 3.987 -1.665 -4.650
H 3.722 3.126 -6.979
H 4.407 1.967 -8.156
H 5.304 2.437 -6.687
H 3.949 0.158 -6.857
H 2.606 1.051 -6.394
H 4.024 1.740 -4.267
H 5.373 0.689 -5.003
H 4.293 -1.204 -2.109
H 4.113 0.632 -2.159
H 5.460 -0.114 -2.943
H 2.049 -0.542 -2.808
H 1.763 0.790 -3.930
H 0.634 -1.489 -4.615
H 1.660 -0.781 -5.869
H 2.363 -2.947 -3.842
H 2.657 -3.127 -5.491
H 4.800 -2.206 -4.165
H 4.460 -1.494 -5.618
C -0.918 4.837 5.297
C -2.219 4.006 5.380
C -2.118 2.638 4.724
N -3.375 1.825 4.662
C -4.325 2.363 3.617
C -4.156 1.683 5.976
C -4.441 0.200 6.277
C -3.170 -0.394 5.682
C -2.905 0.399 4.393
H -1.144 5.885 5.511
H -0.562 4.753 4.272
H -0.187 4.678 6.089
H -2.990 4.526 4.801
H -2.683 3.986 6.367
H -1.381 2.082 5.307
H -1.783 2.674 3.689
H -5.178 1.696 3.488
H -3.856 2.391 2.634
H -4.731 3.346 3.841
H -5.144 2.136 5.917
H -3.529 2.113 6.749
H -5.265 -0.311 5.782
H -4.472 -0.027 7.341
H -3.102 -1.479 5.588
H -2.220 -0.247 6.206
H -3.421 -0.073 3.552
H -1.884 0.272 4.036
N 0.466 -5.791 -2.450
O -0.299 -5.486 -3.358
O 0.671 -6.971 -2.099
O 1.161 -4.843 -1.952
N 0.264 -2.980 3.734
O -0.918 -2.667 3.963
O 0.897 -3.852 4.370
O 0.750 -2.456 2.699
N 1.421 1.255 3.803
O 2.519 1.031 3.248
O 1.305 0.912 4.986
O 0.592 2.055 3.256
N -3.459 -1.459 -0.736
O -3.754 -1.003 0.384
O -3.798 -0.770 -1.728
O -2.785 -2.491 -0.827
N -3.098 4.459 0.863
O -2.689 5.021 1.913
O -2.284 4.278 -0.043
O -4.300 4.120 0.701
N 2.426 2.084 -1.951
O 2.715 3.277 -2.220
O 2.738 1.604 -0.855
O 1.815 1.392 -2.813
*
```

***

Question: What is the total energy in the first record?
Answer: -83302.220 eV